{"formula": "C31H31AsCuN4O8S3", "method": "ωB97M-V with the def2-TZVPD basis set", "elements": ["Cu", "S", "C", "N", "C", "C", "N", "C", "C", "C", "C", "C", "C", "C", "C", "S", "C", "C", "C", "C", "C", "C", "C", "H", "H", "H", "H", "H", "H", "H", "H", "H", "H", "H", "H", "H", "H", "H", "H", "H", "H", "O", "As", "O", "O", "C", "C", "C", "C", "C", "C", "S", "O", "O", "O", "H", "H", "H", "H", "H", "O", "C", "N", "C", "O", "C", "C", "C", "C", "N", "C", "H", "H", "H", "H", "H", "H", "H", "H"], "positions_angstrom": [[-0.72868, 0.31439, 1.94402], [1.05546, 1.24682, 0.09108], [0.30773, 2.23534, -1.12168], [1.09186, 2.38102, -2.30586], [0.31469, 2.81802, -3.44584], [-0.50260, 4.03462, -3.03834], [-1.43632, 3.64454, -1.99172], [-2.85089, 3.68839, -2.36330], [-3.24262, 2.63267, -3.37234], [-3.26325, 2.93092, -4.73097], [-3.57432, 1.95662, -5.66933], [-3.88334, 0.66996, -5.25533], [-3.88460, 0.36591, -3.90036], [-3.56158, 1.33877, -2.96585], [-0.96206, 2.77237, -1.02452], [-2.22036, 2.42029, 0.18947], [2.36829, 3.08106, -2.13307], [3.31856, 2.80130, -3.26970], [3.53456, 1.49449, -3.70030], [4.42804, 1.23057, -4.72569], [5.12131, 2.27016, -5.33429], [4.91225, 3.57335, -4.91163], [4.01127, 3.83483, -3.88655], [-0.36447, 2.01505, -3.74785], [0.98491, 3.03147, -4.27798], [-1.06027, 4.46175, -3.86938], [0.16424, 4.81107, -2.65301], [-3.03993, 4.68045, -2.77755], [-3.46463, 3.61551, -1.46706], [-3.04586, 3.94086, -5.06004], [-3.58490, 2.20602, -6.72247], [-4.13570, -0.08943, -5.98393], [-4.15360, -0.62922, -3.56927], [-3.56930, 1.10220, -1.90749], [2.81147, 2.73738, -1.19945], [2.23028, 4.16503, -2.01771], [2.98788, 0.69002, -3.22309], [4.58883, 0.21049, -5.05122], [5.82001, 2.06290, -6.13457], [5.44620, 4.38992, -5.38066], [3.84558, 4.85494, -3.55862], [2.28928, -0.95500, 2.15216], [1.41670, -0.65200, 3.68194], [1.08059, 1.16078, 3.29173], [-0.12712, -1.06278, 3.10539], [1.66226, 2.18575, 3.97412], [2.07090, 2.08669, 5.30059], [2.69785, 3.16181, 5.91432], [2.92189, 4.34630, 5.22857], [2.49580, 4.45853, 3.91412], [1.87663, 3.38636, 3.29394], [1.22551, 3.62884, 1.64084], [2.02801, 2.34846, 0.95642], [1.88012, 4.84135, 1.14259], [-1.52100, 1.91643, 1.50162], [3.22943, -0.74709, 2.21089], [1.89723, 1.17647, 5.85912], [3.00892, 3.06939, 6.94700], [3.41256, 5.17793, 5.71516], [2.63855, 5.36869, 3.34600], [-3.35405, -6.68824, 2.65504], [-2.00111, -6.48157, 2.36295], [-1.73550, -5.14377, 1.86649], [-2.23287, -4.78470, 0.66262], [-2.85775, -5.56947, -0.03578], [-1.93527, -3.39642, 0.18049], [-1.96243, -3.15333, -1.18919], [-1.68125, -1.87946, -1.64340], [-1.41753, -0.88381, -0.71706], [-1.41627, -1.10951, 0.59672], [-1.65396, -2.34833, 1.03620], [-3.82063, -6.70276, 1.80932], [-1.64990, -7.19926, 1.61803], [-1.44205, -6.61228, 3.28615], [-1.19525, -4.49773, 2.41524], [-2.19353, -3.96808, -1.86252], [-1.65662, -1.63924, -2.69690], [-1.19883, 0.12521, -1.03978], [-1.60626, -2.47402, 2.10850]], "mulliken_spin": [0.70, 0.00, 0.01, 0.00, 0.00, 0.00, 0.00, 0.00, 0.00, 0.00, 0.00, 0.00, 0.00, 0.00, -0.01, 0.04, 0.00, 0.00, 0.00, 0.00, 0.00, 0.00, 0.00, 0.00, 0.00, 0.00, 0.00, 0.00, 0.00, 0.00, 0.00, 0.00, 0.00, 0.00, 0.00, 0.00, 0.00, 0.00, 0.00, 0.00, 0.00, 0.00, 0.00, -0.03, 0.06, 0.01, 0.01, 0.00, 0.00, 0.00, -0.01, 0.00, 0.00, 0.00, 0.14, 0.00, 0.00, 0.00, 0.00, 0.00, 0.00, 0.00, 0.00, 0.00, 0.00, 0.00, 0.00, 0.00, 0.00, 0.05, 0.00, 0.00, 0.00, 0.00, 0.00, 0.00, 0.00, 0.00, 0.00], "e_tot_ev": -192974.0517, "multiplicity": 2, "total_charge": 0, "de_lowest_kcal_mol": 48.10, "e_homo_ev": [-7.410, -7.397], "e_lumo_ev": [-0.156, -1.018]}

***

{"formula": "C30H40IrN2Si2", "method": "ωB97M-V with the def2-TZVPD basis set", "elements": ["Ir", "C", "Si", "C", "C", "C", "C", "C", "C", "C", "Si", "C", "C", "H", "H", "H", "H", "H", "H", "H", "H", "H", "H", "H", "H", "H", "H", "H", "H", "C", "C", "C", "C", "C", "C", "C", "C", "N", "C", "C", "C", "C", "N", "C", "C", "C", "C", "C", "C", "C", "C", "H", "H", "H", "H", "H", "H", "H", "H", "H", "H", "H", "H", "H", "H", "H", "H", "H", "H", "H", "H", "H", "H", "H", "H"], "positions_angstrom": [[-0.41939, -0.14872, -0.35406], [-0.99888, -3.38501, 1.03416], [-1.91972, -1.82637, 0.45188], [-3.33674, -2.40954, -0.66216], [-2.66448, -0.87665, 1.93661], [-3.27113, -1.59941, 2.96477], [-3.81917, -0.94780, 4.06207], [-3.77988, 0.43715, 4.13328], [-3.19140, 1.16536, 3.10854], [-2.61979, 0.52321, 2.00915], [-1.75572, 1.55109, 0.65113], [-3.02087, 2.49730, -0.38940], [-0.61825, 2.85408, 1.46143], [-1.70671, -4.09910, 1.46261], [-0.24478, -3.16142, 1.79203], [-0.50252, -3.88005, 0.19560], [-3.99325, -3.06369, -0.08180], [-2.97372, -2.97766, -1.52111], [-3.93493, -1.57585, -1.03030], [-3.32169, -2.68271, 2.91686], [-4.27596, -1.52083, 4.85957], [-4.21124, 0.94986, 4.98407], [-3.17757, 2.24943, 3.16824], [-3.39491, 3.33511, 0.20481], [-3.86859, 1.87269, -0.67096], [-2.57139, 2.89926, -1.30012], [-0.70812, 2.82156, 2.54944], [-0.91232, 3.84861, 1.12134], [0.43740, 2.71784, 1.21554], [-0.13478, -1.04289, -3.86137], [-0.23108, 0.45158, -4.00735], [-0.76062, 1.01659, -5.15659], [-0.85618, 2.39225, -5.29735], [-0.44104, 3.21908, -4.26940], [0.09795, 2.69584, -3.10072], [0.48053, 3.61224, -1.96944], [0.23198, 1.30164, -2.98593], [0.79562, 0.72202, -1.82645], [2.07344, 0.88260, -1.47395], [3.07852, 1.54997, -2.36783], [2.50450, 0.28941, -0.26591], [3.93252, 0.45407, 0.18209], [1.59472, -0.35437, 0.49510], [1.96514, -1.30320, 1.43565], [1.58770, -1.15339, 2.77773], [0.78055, 0.02300, 3.19188], [2.00678, -2.12069, 3.74106], [2.76985, -3.21914, 3.38320], [3.07159, -3.40464, 2.05373], [2.65376, -2.47170, 1.05235], [2.92388, -2.76991, -0.37913], [-0.68525, -1.54219, -4.65685], [-0.55161, -1.36479, -2.90297], [0.90414, -1.38078, -3.90249], [-1.10221, 0.36750, -5.95365], [-1.27607, 2.81430, -6.20072], [-0.54060, 4.29363, -4.36759], [-0.16615, 4.48886, -1.96045], [1.50844, 3.96913, -2.06923], [0.39266, 3.10619, -1.00846], [2.62118, 1.92104, -3.28009], [3.85563, 0.83491, -2.64765], [3.57053, 2.37904, -1.85616], [4.15462, 1.51428, 0.31794], [4.63907, 0.07061, -0.55736], [4.11147, -0.05204, 1.12800], [1.43215, 0.89108, 3.34012], [0.24512, -0.17603, 4.12032], [0.06291, 0.27915, 2.41155], [1.72158, -1.98871, 4.77796], [3.10406, -3.92751, 4.12729], [3.62752, -4.28497, 1.75272], [2.84766, -3.84306, -0.56298], [3.94293, -2.46590, -0.64267], [2.23062, -2.24180, -1.03120]], "mulliken_spin": [1.61, 0.03, 0.17, 0.01, 0.03, 0.00, 0.01, 0.01, 0.00, -0.02, -0.02, 0.02, -0.01, 0.00, 0.00, 0.00, 0.00, 0.01, 0.00, 0.00, 0.00, 0.00, 0.00, 0.00, 0.01, 0.00, 0.00, 0.00, 0.00, -0.01, 0.06, -0.01, 0.02, -0.01, 0.02, -0.01, -0.09, 0.49, 0.21, 0.01, 0.26, 0.02, 0.19, -0.04, 0.12, -0.03, 0.32, 0.04, 0.28, 0.19, 0.01, 0.00, 0.02, 0.00, 0.00, 0.00, 0.00, 0.00, 0.00, 0.00, 0.01, 0.00, 0.00, 0.01, 0.00, 0.01, 0.04, 0.00, -0.01, -0.02, 0.01, -0.02, 0.01, 0.03, -0.01], "e_tot_ev": -53326.6070, "multiplicity": 5, "total_charge": 1, "e_homo_ev": [-9.661, -10.806], "e_lumo_ev": [-3.350, -7.308]}

***

{"formula": "C26H24BrFFeIN6O5", "method": "ωB97M-V with the def2-TZVPD basis set", "elements": ["Fe", "Br", "C", "C", "C", "C", "C", "N", "C", "O", "O", "H", "H", "H", "F", "C", "C", "C", "C", "O", "C", "C", "N", "C", "C", "C", "C", "C", "C", "N", "C", "C", "N", "C", "C", "C", "O", "O", "H", "H", "H", "H", "H", "H", "H", "H", "H", "H", "H", "H", "H", "H", "H", "H", "H", "H", "I", "C", "C", "N", "N", "C", "H", "H", "H"], "positions_angstrom": [[0.16470, 0.55856, 0.03080], [-2.16752, 0.53232, -2.58044], [-2.83078, 0.76696, -0.83198], [-4.17079, 1.00790, -0.59148], [-4.56943, 1.16496, 0.72802], [-3.63310, 1.08632, 1.75214], [-2.32076, 0.84560, 1.41308], [-1.93538, 0.68137, 0.13676], [-1.20091, 0.80352, 2.43785], [-1.43207, 0.90662, 3.60745], [0.00648, 0.67250, 1.90098], [-4.87392, 1.06847, -1.40856], [-5.61032, 1.35501, 0.95276], [-3.89382, 1.20691, 2.79378], [6.32721, 3.45989, 0.67510], [6.03750, 2.14925, 0.56744], [4.74385, 1.77576, 0.36150], [4.42992, 0.42309, 0.17945], [3.05078, 0.02690, -0.05772], [2.15556, 0.92750, -0.03787], [2.82592, -1.34883, -0.29674], [3.88488, -2.21954, -0.22799], [5.14337, -1.86855, 0.05134], [6.17138, -2.89574, 0.11935], [6.83171, -3.16635, 1.44041], [5.86741, -4.15755, 0.86512], [5.45927, -0.52645, 0.22508], [6.77869, -0.11830, 0.45844], [7.08954, 1.21609, 0.63962], [8.42597, 1.59057, 0.89766], [8.73400, 2.82270, 1.59925], [10.05605, 2.66838, 2.32952], [11.13292, 2.30519, 1.33738], [10.77915, 1.05262, 0.57728], [9.43383, 1.25747, -0.09256], [1.49201, -1.97140, -0.61765], [1.40125, -3.14481, -0.85582], [0.46899, -1.13812, -0.61676], [3.96355, 2.52337, 0.31805], [3.70263, -3.27300, -0.39483], [6.76018, -2.96374, -0.78676], [6.49382, -2.58824, 2.28988], [7.88589, -3.40554, 1.42951], [4.90227, -4.23910, 1.34516], [6.24861, -5.07775, 0.44855], [7.56178, -0.85687, 0.54208], [7.97171, 3.03710, 2.34461], [8.78195, 3.69046, 0.92635], [10.01980, 1.85617, 3.05332], [10.35876, 3.59018, 2.82204], [12.02851, 2.18950, 1.81416], [11.25278, 3.07668, 0.67547], [10.73815, 0.25175, 1.31349], [11.57416, 0.85984, -0.14005], [9.16720, 0.34628, -0.62252], [9.52261, 2.05231, -0.85162], [1.84633, 6.35822, 0.23375], [1.07548, 4.60855, -0.52146], [0.99813, 4.22866, -1.84628], [0.43480, 3.01328, -1.87253], [0.11369, 2.58653, -0.63858], [0.51233, 3.54757, 0.19187], [1.27568, 4.74345, -2.75064], [0.15851, 2.47243, -2.67684], [0.39754, 3.43254, 1.25854]], "mulliken_spin": [4.33, 0.01, 0.01, 0.00, 0.00, 0.00, -0.02, 0.06, 0.01, 0.03, 0.19, 0.00, 0.00, 0.00, 0.00, 0.00, 0.01, 0.01, 0.00, 0.06, -0.03, 0.00, 0.00, 0.00, 0.00, 0.00, 0.00, 0.00, 0.00, 0.00, 0.00, 0.00, 0.00, 0.00, 0.00, 0.03, 0.03, 0.19, 0.00, 0.00, 0.00, 0.00, 0.00, 0.00, 0.00, 0.00, 0.00, 0.00, 0.00, 0.00, 0.00, 0.00, 0.00, 0.00, 0.00, 0.00, 0.00, 0.00, 0.01, -0.01, 0.05, 0.02, 0.00, 0.00, 0.00], "e_tot_ev": -161765.3497, "multiplicity": 6, "total_charge": 2, "de_lowest_kcal_mol": 4.09, "e_homo_ev": [-13.297, -13.292], "e_lumo_ev": [-5.110, -5.857]}

***

{"formula": "C2H4INOS", "method": "ωB97M-V with the def2-TZVPD basis set", "elements": ["C", "C", "N", "O", "S", "I", "H", "H", "H", "H"], "positions_angstrom": [[2.06822, -1.64954, -0.41706], [-0.56528, 0.14028, -0.45274], [1.97443, -0.53133, 0.18696], [0.13890, -0.19744, 0.64308], [3.57955, -2.12413, -0.73901], [3.27864, 0.98219, 0.20978], [1.15467, -2.25881, -0.31564], [-0.82058, -0.69979, -1.14535], [0.10283, 0.81375, -1.02949], [-1.45742, 0.82993, -0.26438]], "mulliken_charge": [0.11, -0.46, -0.28, -0.35, -0.35, 0.28, 0.32, 0.24, 0.22, 0.28], "e_tot_ev": -24606.9805, "total_charge": 0, "de_lowest_kcal_mol": 114.62, "e_homo_ev": [-8.695, -8.614], "e_lumo_ev": [-2.003, -2.136]}

***

{"formula": "C5H6N", "method": "ωB97M-V with the def2-TZVPD basis set", "elements": ["C", "C", "C", "C", "C", "N", "H", "H", "H", "H", "H", "H"], "positions_angstrom": [[-1.04990, 0.02102, -0.50660], [2.11718, -0.61400, 0.13554], [1.73448, -0.18248, -1.03744], [-2.23348, 0.82865, 1.44497], [-0.34535, -0.32236, -1.53836], [-1.50431, 0.47121, 0.48736], [3.05163, -0.43470, 0.44630], [1.42528, -0.76616, 0.87916], [2.13577, 0.19510, -1.91962], [-1.76502, 1.25099, 2.41095], [-3.25499, 0.55883, 1.48223], [-0.31128, -1.00611, -2.28449]], "mulliken_charge": [0.52, -0.54, -0.11, -0.13, -0.77, 0.05, 0.34, 0.27, 0.40, 0.25, 0.30, 0.43], "e_tot_ev": -6759.0161, "total_charge": 1, "de_lowest_kcal_mol": 142.08, "e_homo_ev": -15.001, "e_lumo_ev": -5.822}

***

{"formula": "C7H14N2O", "method": "ωB97M-V with the def2-TZVPD basis set", "elements": ["C", "C", "C", "C", "C", "C", "C", "H", "H", "H", "H", "H", "H", "H", "H", "H", "H", "H", "H", "H", "H", "N", "N", "O"], "positions_angstrom": [[-0.48845, 2.69971, -0.31118], [-0.25601, 1.25775, 0.44618], [1.05039, 0.61070, 0.24823], [0.95717, -0.82621, -0.35450], [2.31682, -1.66401, -0.13482], [-0.15760, -1.63419, 0.17242], [-1.51921, 0.51303, 0.01502], [-1.42034, 3.14447, 0.15514], [0.24758, 3.46201, -0.13132], [-0.70429, 2.45776, -1.30514], [-0.27964, 1.50461, 1.55904], [1.55054, 0.66016, 1.26423], [1.57761, 1.12287, -0.63544], [1.06197, -0.75883, -1.39759], [3.14671, -1.08894, -0.33184], [2.31924, -1.94076, 0.95293], [2.26966, -2.48659, -0.84868], [-0.20382, -2.66043, -0.25351], [0.16073, -1.98069, 1.24810], [-2.37350, 0.60427, 0.62174], [-1.82575, 0.46091, -1.05628], [-1.40437, -0.86315, 0.27344], [-2.46112, -1.56405, -0.04342], [-3.56431, -1.03041, -0.15273]], "mulliken_charge": [-1.47, 0.58, -0.65, 0.57, -1.68, -0.75, -0.92, 0.34, 0.40, 0.45, 0.20, 0.22, 0.29, 0.31, 0.44, 0.38, 0.41, 0.38, 0.20, 0.36, 0.26, 0.69, -0.50, -0.51], "e_tot_ev": -12509.6812, "total_charge": 0, "smiles": "C[C@@H]1C[C@@H](C)CN(N=O)C1", "de_lowest_kcal_mol": 98.23, "e_homo_ev": -8.723, "e_lumo_ev": 0.864}